Entry 1:
ORCA calculation (the ωB97M-V functional and the def2-TZVPD basis) on a cluster of 5 separate species, H11O5 in total.

Structure (XYZ):
```
16
Properties=species:S:1:pos:R:3:mulliken_charge:R:1
O 0.866 -0.526 0.300 -0.315
H 0.245 -1.281 0.028 0.535
H 0.957 -0.193 -0.592 0.435
H 0.284 0.050 0.763 0.392
O -0.017 0.875 2.788 -0.709
H 0.014 0.057 3.468 0.355
H 0.809 1.360 3.217 0.363
O -0.548 1.848 -0.261 -0.665
H -0.053 2.660 0.247 0.343
H -1.532 2.016 -0.166 0.341
O 1.124 0.128 -2.396 -0.697
H 1.471 0.030 -3.313 0.322
H 0.264 -0.226 -2.581 0.322
O -1.047 -2.064 -0.602 -0.653
H -1.661 -1.834 0.084 0.330
H -1.174 -2.896 -0.978 0.303
```

Computed properties:
energy	-382.506026	a.u.
Kohn-Sham gap	12.034	eV
charge	+1

---

Entry 2:
ORCA calculation (the ωB97M-V functional and the def2-TZVPD basis) on a structure of composition C22H28F5NOPdSi2Te2.

Structure (XYZ):
```
62
Properties=species:S:1:pos:R:3:mulliken_charge:R:1
Pd -0.744 1.012 -0.393 -0.009
C 0.066 -0.082 -4.530 -1.002
Si 1.136 -1.265 -3.561 0.564
C 2.216 -2.212 -4.797 -1.356
C -0.010 -2.552 -2.756 -0.131
C -0.314 -3.619 -3.613 -0.359
C -1.032 -4.732 -3.206 -0.778
C -1.447 -4.807 -1.886 -0.800
C -1.184 -3.746 -1.033 -0.116
C -0.500 -2.588 -1.435 0.582
Si -0.404 -1.238 -0.065 1.255
C -1.819 -1.694 1.139 -1.244
C 1.217 -1.655 0.837 -1.142
H -0.585 -0.668 -5.187 0.294
H 0.678 0.586 -5.139 0.306
H -0.546 0.503 -3.841 0.242
H 2.266 -3.282 -4.587 0.439
H 3.224 -1.799 -4.718 0.290
H 1.879 -2.075 -5.829 0.305
H 0.046 -3.588 -4.637 0.354
H -1.245 -5.536 -3.903 0.360
H -1.986 -5.675 -1.523 0.368
H -1.547 -3.825 -0.016 0.185
H -1.721 -2.665 1.633 0.392
H -2.768 -1.676 0.595 0.319
H -1.884 -0.939 1.926 0.173
H 1.357 -2.739 0.895 0.444
H 1.232 -1.250 1.853 0.319
H 2.064 -1.234 0.288 0.143
C 2.449 2.311 4.926 -1.486
C 1.691 1.972 3.673 1.363
C 2.315 1.906 2.437 -0.691
C 1.584 1.601 1.302 -0.691
N 0.269 1.359 1.345 0.583
C -0.343 1.419 2.533 -0.336
C 0.326 1.717 3.704 -1.008
H 3.510 2.442 4.720 0.358
H 2.339 1.522 5.673 0.322
H 2.070 3.236 5.367 0.312
H 3.377 2.088 2.335 0.398
H 2.057 1.530 0.334 0.190
H -1.408 1.237 2.535 0.408
H -0.235 1.764 4.629 0.407
F 4.598 -0.574 -3.188 -0.415
Te 3.483 0.799 -2.520 1.262
F 4.276 0.141 -0.818 -0.547
F 5.151 1.849 -2.861 -0.537
F -1.807 0.492 -1.974 -0.803
F 3.059 0.962 -4.447 -0.528
O 2.145 -0.672 -2.420 -0.246
Te -1.473 3.783 -0.350 -0.237
C -2.588 3.354 1.395 -0.456
C -2.466 4.108 2.566 -0.255
C -3.129 3.750 3.734 -0.523
C -3.933 2.618 3.768 -0.303
C -4.075 1.860 2.610 -0.462
C -3.419 2.226 1.443 -0.416
H -1.816 4.975 2.562 0.377
H -3.002 4.352 4.628 0.346
H -4.441 2.329 4.681 0.360
H -4.693 0.969 2.617 0.366
H -3.516 1.614 0.553 0.488
```

Computed properties:
energy	-2727.629129	a.u.
Kohn-Sham gap	5.725	eV
charge	-2

---

Entry 3:
ORCA calculation (the ωB97M-V functional and the def2-TZVPD basis) on a cluster of 5 separate species, C8H24ClO8 in total.

Structure (XYZ):
```
41
Properties=species:S:1:pos:R:3:mulliken_charge:R:1
Cl 2.709 9.278 -17.072 -0.997
C -1.185 10.637 -23.329 -0.324
C -1.473 10.886 -21.887 -0.428
O -1.612 9.673 -21.166 -0.523
O 0.097 10.045 -23.510 -0.543
H -1.223 11.538 -23.942 0.321
H -1.917 9.947 -23.747 0.243
H -2.315 11.575 -21.953 0.323
H -0.677 11.468 -21.422 0.287
H -0.688 9.508 -20.966 0.341
H 0.025 9.094 -23.402 0.304
C 2.403 7.419 -10.713 -0.519
C 1.952 8.344 -9.496 -0.329
O 0.652 7.972 -9.129 -0.510
O 1.402 7.306 -11.687 -0.491
H 2.641 6.443 -10.291 0.251
H 3.402 7.719 -11.030 0.371
H 1.999 9.422 -9.648 0.308
H 2.678 8.157 -8.705 0.260
H 0.486 8.492 -8.340 0.303
H 1.918 7.617 -12.434 0.355
C 1.244 14.188 -12.122 -0.293
C 1.160 15.017 -10.852 -0.452
O 1.751 16.280 -10.973 -0.528
O 2.535 13.751 -12.474 -0.544
H 0.857 14.818 -12.923 0.257
H 0.610 13.304 -12.061 0.333
H 1.638 14.592 -9.970 0.318
H 0.142 15.373 -10.696 0.271
H 2.679 16.091 -11.125 0.307
H 2.495 13.130 -13.206 0.331
C 9.773 10.024 -16.040 -0.231
C 8.959 8.760 -15.533 -0.434
O 7.681 9.080 -14.882 -0.554
O 8.994 10.673 -17.027 -0.498
H 10.605 9.669 -16.648 0.264
H 10.104 10.664 -15.222 0.249
H 9.557 8.321 -14.734 0.247
H 8.661 8.034 -16.290 0.308
H 6.908 8.979 -15.442 0.331
H 8.107 10.665 -16.660 0.315
```

Computed properties:
energy	-1381.265387	a.u.
Kohn-Sham gap	6.293	eV
charge	-1

---

Entry 4:
ORCA calculation (the ωB97M-V functional and the def2-TZVPD basis) on a cluster of 2 separate species, C9H14O in total.

Structure (XYZ):
```
24
Properties=species:S:1:pos:R:3:mulliken_charge:R:1
C 1.529 0.572 -2.462 -1.522
C 0.377 0.303 -1.578 0.850
C -0.494 1.218 -1.053 -0.252
C -1.748 0.693 -0.576 -0.703
C -2.024 -0.656 -0.335 -0.370
C -1.001 -1.554 -0.774 -0.349
C 0.206 -1.078 -1.216 -0.677
H 1.243 1.015 -3.407 0.334
H 2.141 -0.192 -2.802 0.465
H 2.069 1.419 -2.069 0.318
H -0.292 2.286 -1.141 0.359
H -2.479 1.351 -0.275 0.497
H -2.930 -1.115 0.026 0.442
H -1.149 -2.603 -0.557 0.331
H 1.076 -1.670 -1.566 0.231
C -0.497 0.182 2.530 -0.938
C 0.712 -0.178 1.782 0.098
O 1.924 -0.541 2.467 -0.573
H -0.255 0.754 3.358 0.460
H -1.019 -0.707 2.968 0.229
H -1.330 0.797 1.888 0.149
H 0.514 -1.106 1.140 0.009
H 0.955 0.513 1.060 0.275
H 2.469 0.295 2.593 0.337
```

Computed properties:
energy	-426.494932	a.u.
Kohn-Sham gap	9.692	eV
charge	0
SMILES	Cc1ccccc1.CCO

---

Entry 5:
ORCA calculation (the ωB97M-V functional and the def2-TZVPD basis) on the molecule C3H7N3O.

Structure (XYZ):
```
14
Properties=species:S:1:pos:R:3:mulliken_charge:R:1
O 1.145 -1.048 1.258 -0.461
N -0.265 -0.948 0.715 -0.168
C -0.247 -1.419 -0.642 -0.122
N -0.339 -0.566 -1.622 -0.603
N 0.119 0.696 -1.475 0.033
C 0.372 1.162 -0.132 -0.436
C -0.526 0.416 0.839 -0.504
H 1.004 -1.821 1.914 0.355
H -0.297 -2.421 -1.007 0.418
H -0.313 1.435 -2.097 0.303
H -0.059 2.227 -0.199 0.317
H 1.478 1.093 0.106 0.247
H -0.519 0.648 1.903 0.315
H -1.555 0.546 0.440 0.306
```

Computed properties:
energy	-357.882546	a.u.
Kohn-Sham gap	9.161	eV
charge	0
SMILES	ON1C=NNCC1

---

Entry 6:
ORCA calculation (the ωB97M-V functional and the def2-TZVPD basis) on the ion C2H3N2S2 with charge +1.

Structure (XYZ):
```
9
Properties=species:S:1:pos:R:3:mulliken_charge:R:1
C -0.311 -0.768 0.031 0.730
C 1.794 0.660 -0.029 0.369
N 0.640 0.358 -0.344 -0.318
N -1.508 -0.213 0.300 -0.399
S 3.268 0.966 0.214 -0.294
S 0.066 -2.313 -0.115 0.109
H 0.085 1.161 -0.708 0.261
H -1.586 0.873 0.141 0.255
H -2.449 -0.723 0.509 0.286
```

Computed properties:
energy	-983.464979	a.u.
multiplicity	3
Kohn-Sham gap (spin up / spin down)	5.309 / 5.317	eV
charge	+1

---

Entry 7:
ORCA calculation (the ωB97M-V functional and the def2-TZVPD basis) on a cluster of 2 separate species, C5H10O in total.

Structure (XYZ):
```
16
Properties=species:S:1:pos:R:3:mulliken_charge:R:1
C 1.027 -1.455 -0.782 -0.781
C 0.166 -0.546 -1.218 -0.185
C -0.962 0.032 -0.465 1.028
C -0.916 0.184 0.849 -0.988
C -2.134 0.462 -1.290 -1.217
H 1.003 -1.859 0.228 0.246
H 1.855 -1.860 -1.360 0.257
H 0.297 -0.254 -2.255 0.261
H -1.654 0.691 1.465 0.283
H -0.052 -0.240 1.350 0.157
H -1.801 1.066 -2.151 0.316
H -2.839 1.102 -0.758 0.339
H -2.612 -0.418 -1.714 0.280
O 2.276 0.826 2.277 -0.621
H 2.221 1.467 1.549 0.320
H 2.740 1.280 2.992 0.304
```

Computed properties:
energy	-271.698516	a.u.
Kohn-Sham gap	9.598	eV
charge	0
SMILES	C=CC(=C)C.O

---

Entry 8:
ORCA calculation (the ωB97M-V functional and the def2-TZVPD basis) on the ion C6H8IN2 with charge +1.

Structure (XYZ):
```
17
Properties=species:S:1:pos:R:3:mulliken_charge:R:1
C 0.703 -1.910 0.372 -1.092
N 0.056 -0.750 0.066 0.195
C -1.170 -0.740 -0.528 0.000
C -1.985 0.378 -0.632 -0.500
C -1.419 1.660 -0.469 -0.335
C -0.161 1.710 0.073 -0.691
C 0.602 0.514 0.311 0.997
N 1.792 0.601 0.910 -0.847
I 3.560 0.085 -0.128 0.291
H 1.006 -2.432 -0.555 0.408
H 1.491 -1.906 1.178 0.425
H -0.116 -2.623 0.681 0.353
H -1.666 -1.682 -0.928 0.333
H -2.991 0.221 -1.191 0.287
H -1.997 2.562 -0.809 0.364
H 0.261 2.611 0.203 0.429
H 2.034 1.703 1.446 0.384
```

Computed properties:
energy	-640.309100	a.u.
Kohn-Sham gap	7.992	eV
charge	+1
SMILES	Cn1cccc/c1=[NH+]/I

---

Entry 9:
ORCA calculation (the ωB97M-V functional and the def2-TZVPD basis) on a structure of composition C31H28N4OPbSi.

Structure (XYZ):
```
66
Properties=species:S:1:pos:R:3:mulliken_charge:R:1
Pb -0.081 0.711 0.511 1.194
N -9.917 -2.952 1.376 -0.443
C -8.831 -2.594 1.255 -0.216
C -7.468 -2.136 1.097 0.554
C -6.646 -2.725 0.141 -0.935
C -5.348 -2.270 -0.024 0.262
C -4.869 -1.226 0.759 -1.480
C -5.691 -0.641 1.717 -0.128
C -6.988 -1.098 1.890 -0.861
C -3.471 -0.720 0.570 0.961
C -3.330 0.425 -0.193 0.434
C -4.375 1.146 -0.834 -0.475
C -3.802 2.202 -1.505 -1.251
C -2.421 2.111 -1.265 -0.486
N -2.121 1.060 -0.500 -0.148
C -2.439 -1.479 1.172 0.522
C -2.604 -2.721 1.798 -0.173
C -1.350 -3.175 2.196 -1.708
C -0.450 -2.189 1.825 -0.020
N -1.079 -1.159 1.212 0.092
H -7.028 -3.533 -0.470 0.483
H -4.704 -2.719 -0.772 0.408
H -5.316 0.170 2.330 0.522
H -7.632 -0.651 2.635 0.495
H -5.424 0.893 -0.788 0.601
H -4.292 2.960 -2.096 0.502
H -1.650 2.782 -1.631 0.509
H -3.552 -3.219 1.940 0.639
H -1.108 -4.099 2.699 0.498
H 0.622 -2.177 1.981 0.241
C 4.701 0.351 1.141 -1.013
Si 3.252 -0.623 1.738 0.011
C 2.298 0.360 2.983 -1.136
C 3.648 -2.271 2.473 -0.964
N 2.112 -0.863 0.308 0.273
C 2.341 -1.528 -0.738 0.495
C 3.606 -2.243 -1.011 -0.292
C 3.763 -2.964 -2.123 -1.192
C 2.687 -3.039 -3.084 -0.395
C 1.472 -2.417 -2.917 -0.723
C 1.263 -1.648 -1.783 0.708
O 0.175 -0.965 -1.592 0.001
C -1.015 -1.351 -2.315 0.399
C -1.553 -0.456 -3.208 -0.335
C -2.723 -0.818 -3.860 -0.850
C -3.312 -2.051 -3.605 -0.523
C -2.733 -2.932 -2.697 -1.101
C -1.566 -2.581 -2.035 0.378
H 5.288 0.642 2.018 0.366
H 4.376 1.266 0.637 0.352
H 5.360 -0.199 0.465 0.341
H 2.884 0.368 3.910 0.434
H 1.328 -0.080 3.243 0.348
H 2.162 1.408 2.701 0.297
H 4.314 -2.096 3.324 0.436
H 4.148 -2.965 1.794 0.389
H 2.748 -2.758 2.857 0.346
H 4.407 -2.159 -0.290 0.352
H 4.693 -3.480 -2.319 0.466
H 2.851 -3.599 -4.000 0.446
H 0.703 -2.487 -3.673 0.624
H -1.062 0.490 -3.410 0.523
H -3.165 -0.138 -4.576 0.485
H -4.224 -2.327 -4.117 0.479
H -3.187 -3.895 -2.503 0.492
H -1.108 -3.245 -1.306 0.493
```

Computed properties:
energy	-1974.157749	a.u.
Kohn-Sham gap	4.144	eV
charge	+2

---

Entry 10:
ORCA calculation (the ωB97M-V functional and the def2-TZVPD basis) on a structure of composition C28H28FN3O3PSe5TcTe.

Structure (XYZ):
```
71
Properties=species:S:1:pos:R:3:mulliken_charge:R:1
Tc 0.284 1.896 1.367 0.971
Se 2.698 1.585 3.376 -0.330
P 1.942 3.577 3.705 0.436
Se -0.183 3.611 3.171 -0.277
C 2.828 4.816 2.693 0.644
C 2.168 5.595 1.749 -0.153
C 2.890 6.445 0.926 -0.646
C 4.268 6.531 1.057 -0.443
C 4.926 5.763 2.008 -0.639
C 4.212 4.898 2.821 -0.579
C 2.069 4.106 5.432 0.810
C 1.510 5.329 5.796 -0.522
C 1.520 5.713 7.126 -0.647
C 2.083 4.881 8.085 -0.435
C 2.634 3.663 7.719 -0.608
C 2.626 3.268 6.388 -0.351
H 1.092 5.536 1.654 0.314
H 2.372 7.031 0.178 0.404
H 4.831 7.195 0.414 0.399
H 6.001 5.836 2.111 0.387
H 4.725 4.273 3.543 0.353
H 1.059 5.962 5.040 0.377
H 1.080 6.658 7.418 0.386
H 2.083 5.182 9.125 0.381
H 3.062 3.012 8.470 0.387
H 3.039 2.311 6.094 0.258
C -4.102 -4.257 0.068 -0.958
C -2.617 -4.486 0.338 -0.983
N -1.846 -3.249 0.197 0.126
C -1.613 -2.513 1.304 -0.014
C -0.983 -1.306 1.313 -0.605
C -0.796 -0.646 2.660 0.159
O -0.952 -1.319 3.656 -0.666
O -0.523 0.622 2.653 -0.488
C -0.497 -0.762 0.100 1.937
O 0.163 0.297 -0.004 -0.896
C -0.791 -1.524 -1.102 0.636
C -0.433 -1.000 -2.344 -0.543
C -0.712 -1.694 -3.487 0.462
F -0.434 -1.112 -4.673 -0.355
C -1.305 -2.966 -3.455 -1.025
C -1.685 -3.469 -2.221 -0.762
C -1.459 -2.759 -1.036 0.347
N -1.489 -3.772 -4.608 0.280
C -2.837 -4.172 -4.962 -0.490
C -2.791 -5.482 -5.738 -0.728
N -1.933 -5.292 -6.952 -0.114
C -0.553 -4.858 -6.556 -0.978
C -0.667 -3.550 -5.787 -0.646
H -4.655 -5.188 0.186 0.389
H -4.266 -3.877 -0.942 0.280
H -4.502 -3.528 0.772 0.328
H -2.206 -5.247 -0.323 0.407
H -2.482 -4.842 1.357 0.481
H -1.937 -2.918 2.254 0.562
H 0.052 -0.032 -2.410 0.296
H -2.147 -4.446 -2.196 0.528
H -3.339 -3.405 -5.577 0.192
H -3.437 -4.315 -4.067 0.347
H -3.785 -5.798 -6.050 0.398
H -2.335 -6.263 -5.132 0.370
H -2.344 -4.556 -7.531 0.394
H -1.899 -6.146 -7.508 0.354
H 0.057 -4.735 -7.449 0.438
H -0.124 -5.634 -5.924 0.369
H -1.081 -2.774 -6.448 0.413
H 0.331 -3.242 -5.492 0.496
Se 2.321 2.332 0.144 0.092
Se 1.829 2.110 -2.110 -0.425
Te 0.096 3.943 -2.252 -0.026
Se -1.109 3.157 -0.134 -0.256
```

Computed properties:
energy	-14270.854952	a.u.
multiplicity	2
Kohn-Sham gap (spin up / spin down)	5.208 / 5.361	eV
charge	+1

---

Entry 11:
ORCA calculation (the ωB97M-V functional and the def2-TZVPD basis) on a structure of composition C10H20BiO6Se4.

Structure (XYZ):
```
41
Properties=species:S:1:pos:R:3:mulliken_charge:R:1
Bi 0.232 0.123 -0.430 1.923
C -0.668 3.355 -0.736 -1.004
C 0.689 3.280 0.036 -0.565
O 0.895 2.012 0.904 -0.418
C 0.055 2.030 2.088 -0.540
C -1.204 1.068 2.046 -0.653
O -0.950 -0.296 1.555 -0.343
C -0.041 -1.069 2.437 -0.622
C 1.510 -1.060 2.035 -0.633
O 1.795 -1.068 0.614 -0.536
C 1.199 -2.676 -0.313 0.096
C -0.336 -2.641 -0.698 -0.525
O -0.686 -1.477 -1.637 -0.311
C -1.996 -0.676 -1.482 -0.687
C -1.936 0.928 -2.041 -0.593
O -0.623 1.824 -1.603 -0.264
H -0.727 4.192 -1.428 0.369
H -1.513 3.414 -0.042 0.197
H 0.803 4.163 0.669 0.440
H 1.522 3.251 -0.664 0.340
H -0.263 3.048 2.319 0.498
H 0.691 1.706 2.915 0.406
H -1.973 1.478 1.391 0.251
H -1.647 1.006 3.043 0.490
H -0.412 -2.093 2.417 0.382
H -0.134 -0.739 3.475 0.486
H 2.016 -1.905 2.517 0.409
H 1.984 -0.159 2.440 0.333
H 1.463 -3.622 0.282 0.354
H 1.949 -2.749 -1.615 -0.713
H -1.022 -2.660 0.149 0.201
H -0.480 -3.568 -1.258 0.553
H -2.378 -0.702 -0.460 0.244
H -2.750 -1.194 -2.085 0.564
H -2.866 1.457 -1.703 0.246
H -1.953 0.904 -3.131 0.516
Se 1.081 -1.357 -2.989 -0.152
Se 2.178 -3.404 -3.687 -0.386
Se 4.213 -2.957 -2.337 -0.515
Se 2.574 -1.922 -0.620 0.215
O -0.289 0.752 -2.375 -1.053
```

Computed properties:
energy	-10663.725692	a.u.
Kohn-Sham gap (spin up / spin down)	3.824 / 3.823	eV
charge	-1

---

Entry 12:
ORCA calculation (the ωB97M-V functional and the def2-TZVPD basis) on the molecule C10H14O2.

Structure (XYZ):
```
26
Properties=species:S:1:pos:R:3:mulliken_charge:R:1
C -3.280 -1.095 0.184 -1.022
C -2.122 -1.227 -0.732 -0.193
O -0.965 -1.260 0.375 -0.439
C 0.345 -0.752 0.216 -0.219
C 1.361 -1.604 0.408 -0.188
C 2.615 -1.349 0.164 -0.583
C 2.987 -0.100 -0.083 -0.337
C 2.048 0.884 -0.359 -0.695
C 0.716 0.526 -0.320 1.117
O -0.251 1.218 -1.086 -0.507
C -1.052 2.137 -0.234 -0.513
C -0.610 2.156 1.249 -0.791
H -3.376 -2.032 0.847 0.277
H -4.118 -0.883 -0.371 0.452
H -3.089 -0.256 0.930 0.198
H -2.130 -2.069 -1.421 0.362
H -1.960 -0.356 -1.349 0.193
H 1.077 -2.653 0.637 0.286
H 3.393 -2.157 0.225 0.309
H 4.037 0.130 -0.186 0.362
H 2.436 1.907 -0.492 0.365
H -2.082 2.010 -0.351 0.394
H -0.780 3.095 -0.646 0.360
H -1.483 2.516 1.882 0.339
H -0.644 1.045 1.539 0.185
H 0.402 2.585 1.487 0.286
```

Computed properties:
energy	-539.809410	a.u.
Kohn-Sham gap	9.507	eV
charge	0
SMILES	CCOc1ccccc1OCC

---

Question: What is the energy in the ninth record?
Answer: -1974.157749 a.u.

---

Question: Which of these has the highest energy?
Answer: C5H10O

---

Question: Look up the charge of the twelfth one.
Answer: 0